C21H36Cl2GdN3O4 as an isolated structure at a distorted geometry, computed with ωB97M-V with the def2-TZVPD basis set.

Its spin multiplicity is 8. The calculation puts the highest occupied orbital energy (spin up / spin down) at -6.2 / -5.5 eV. As for the HOMO-LUMO gap (spin up / spin down): 0.234 / 0.211 Eh.

Atoms and positions in Å:
O1 -2.459 -3.426 -1.298
C1 -2.473 -4.284 -2.159
C2 -2.444 -5.751 -1.858
C3 -2.339 -6.173 -0.517
H1 -2.377 -5.435 0.287
C4 -2.189 -7.530 -0.225
H2 -2.083 -7.856 0.814
C5 -2.174 -8.477 -1.266
H3 -2.041 -9.541 -1.042
C6 -2.328 -8.059 -2.601
H4 -2.331 -8.795 -3.413
C7 -2.475 -6.701 -2.888
H5 -2.625 -6.352 -3.912
H6 -2.575 -4.022 -3.239
C8 2.831 -1.482 -1.928
C9 2.550 -0.087 -1.550
H7 3.800 -1.632 -2.437
H8 2.034 -1.891 -2.573
H9 2.837 -2.101 -1.011
C10 3.185 1.043 -1.748
C11 4.528 1.201 -2.443
H10 2.789 2.003 -1.397
H11 4.911 0.234 -2.791
H12 5.279 1.632 -1.767
H13 4.473 1.879 -3.303
Gd1 0.455 -0.013 0.193
Cl1 1.643 -1.638 1.767
Cl2 -0.806 -1.311 -1.543
C12 2.953 1.615 1.701
O2 1.785 1.720 1.209
N1 3.650 2.645 2.164
C13 3.106 4.000 2.229
C14 5.016 2.467 2.643
H14 3.443 0.634 1.756
H15 2.107 4.033 1.785
H16 3.782 4.686 1.704
H17 3.069 4.339 3.274
H18 5.302 1.421 2.494
H19 5.095 2.722 3.709
H20 5.702 3.124 2.093
H21 -1.126 5.011 -2.491
H22 -3.510 3.973 -2.556
C15 -0.742 4.037 -2.819
C16 -3.030 3.038 -2.875
N2 -1.653 2.980 -2.395
H23 0.255 3.863 -2.408
C17 -1.264 1.988 -1.607
O3 -0.130 1.930 -1.051
H24 -3.569 2.181 -2.455
H25 -1.998 1.184 -1.458
H26 -0.698 4.073 -3.915
H27 -3.065 2.995 -3.972
C18 -2.941 2.171 4.437
N3 -2.528 1.724 3.104
C19 -3.399 2.034 1.984
C20 -1.409 1.083 2.769
C21 -0.335 0.795 3.770
O4 -1.288 0.739 1.545
H28 -3.941 1.782 4.669
H29 -2.983 3.267 4.478
H30 -2.249 1.814 5.199
H31 -2.869 2.662 1.250
H32 -3.718 1.115 1.471
H33 -4.267 2.571 2.364
H34 -0.088 -0.276 3.741
H35 0.570 1.369 3.520
H36 -0.627 1.058 4.787

---

A 2-piece molecular cluster, C4H12 overall at a distorted geometry, computed with ωB97M-V with the def2-TZVPD basis set.

The calculation puts the highest occupied orbital energy at -11.8 eV. The SMILES is CC.CC. As for the HOMO-LUMO gap: 0.476 Eh.

Atoms and positions in Å:
C1 -0.996 -1.735 -0.539
C2 -2.453 -2.163 -0.264
H1 -0.957 -0.649 -0.487
H2 -0.307 -2.159 0.178
H3 -0.767 -1.988 -1.569
H4 -2.688 -2.076 0.792
H5 -3.175 -1.544 -0.802
H6 -2.616 -3.208 -0.548
C3 2.055 2.393 0.947
C4 1.411 1.521 -0.133
H7 2.347 3.355 0.542
H8 1.363 2.604 1.773
H9 2.922 1.919 1.411
H10 1.739 1.814 -1.129
H11 0.325 1.408 -0.136
H12 1.797 0.509 -0.037